1.
The following is a quantum chemistry calculation of the molecule C5H9NO, from the OMol25 dataset.

Geometry as ORCA input:
```
! RIJCOSX wB97M-V def2-TZVPD def2/J DEFGRID3
* xyz 0 1
C -1.7281 0.0769 0.6896
C -0.3789 0.1449 -0.0193
C -0.5320 0.3941 -1.5166
C 2.4586 0.9011 0.6745
O 2.1168 -0.1787 1.3432
C 1.3919 -1.2414 0.7596
N 0.2969 -1.1353 0.1694
H -2.3393 -0.7341 0.2807
H -2.2609 1.0247 0.5589
H -1.5942 -0.0943 1.7625
H -1.0533 1.3419 -1.6847
H 0.4444 0.4451 -2.0108
H -1.1082 -0.4134 -1.9804
H 2.2185 0.6820 -0.4036
H 0.1880 0.9799 0.4211
H 1.8800 -2.1933 0.9559
*
```

Computed properties:
E_HOMO = -9.0 eV
Energy above the lowest of the compared OMol25 structures with the same formula, charge and spin = 4.451 eV
E_LUMO = 0.3 eV
Energy = -8864.762 eV



2.
The following is a quantum chemistry calculation of the molecule C9H17N3O3, from the OMol25 dataset.

Geometry as ORCA input:
```
! RIJCOSX wB97M-V def2-TZVPD def2/J DEFGRID3
* xyz 0 1
O -3.1328 -1.1431 1.4173
C -2.8780 -0.4001 0.4902
N -2.2233 -0.7706 -0.6282
H -2.0157 -0.0470 -1.3000
C -1.6122 -2.0660 -0.7993
C -0.0849 -1.9728 -0.7749
C 0.4515 -1.5156 0.6025
N 1.3555 -0.3867 0.6016
C 0.7630 0.8740 0.2017
C 1.7567 1.9950 0.5127
O 2.9787 1.7945 -0.1587
C 3.5469 0.5597 0.2115
C 2.6035 -0.6030 -0.1041
H 3.0464 -1.5394 0.2405
H 2.4652 -0.6582 -1.1983
H 4.4775 0.4695 -0.3514
H 3.7667 0.5599 1.2893
H 1.3746 2.9593 0.1732
H 1.9289 2.0295 1.5985
H -0.1572 1.0304 0.7677
H 0.5269 0.9073 -0.8773
H 0.9797 -2.3420 1.0846
H -0.3884 -1.2444 1.2463
H 0.2296 -1.2644 -1.5445
H 0.3283 -2.9462 -1.0397
H -1.9689 -2.6959 0.0185
H -1.9442 -2.4952 -1.7508
C -3.2886 1.0333 0.5010
N -2.8603 1.8151 -0.3961
O -3.2584 3.1341 -0.3031
H -2.8396 3.5807 -1.0537
H -3.9269 1.3482 1.3231
*
```

Computed properties:
SMILES = O=C(/C=N/O)NCCCN1CCOCC1
E_HOMO = -8.5 eV
Energy above the lowest of the compared OMol25 structures with the same formula, charge and spin = 1.484 eV
E_LUMO = 0.6 eV
Energy = -20219.812 eV



3.
The following is a quantum chemistry calculation of a cluster of 7 separate species, C32H34FN5O in total, from the OMol25 dataset.

Geometry as ORCA input:
```
! RIJCOSX wB97M-V def2-TZVPD def2/J DEFGRID3
* xyz 0 1
N -31.6438 -9.0155 13.8178
C -30.3594 -9.3726 13.9608
C -29.8389 -9.8420 15.1593
C -30.6970 -10.0080 16.2364
C -32.0660 -9.6190 16.1154
C -32.4964 -9.1955 14.8253
H -29.6952 -9.2030 13.1262
H -28.7799 -10.0050 15.2945
H -30.2720 -10.1930 17.2119
H -32.7055 -9.6334 16.9856
H -33.5366 -8.9744 14.6372
N -35.7062 -7.2406 8.6353
C -35.1937 -6.4265 9.6210
C -34.9414 -6.7992 10.9895
C -35.4874 -8.0367 11.3195
C -35.9598 -8.9051 10.3856
C -35.9893 -8.5193 9.0761
H -34.9685 -5.4144 9.3189
H -34.5321 -6.1471 11.7469
H -35.5132 -8.3597 12.3498
H -36.2208 -9.9176 10.6562
H -36.2575 -9.2930 8.3720
N -35.4897 -2.8484 10.0810
C -36.1949 -3.1021 11.2005
C -37.0285 -2.1537 11.8057
C -37.0592 -0.9034 11.2100
C -36.3808 -0.6080 10.0334
C -35.5857 -1.6116 9.4794
H -36.0985 -4.0357 11.7349
H -37.6039 -2.2365 12.7159
H -37.5738 -0.0564 11.6391
H -36.3593 0.4121 9.6795
H -34.9621 -1.3466 8.6384
N -32.1974 -5.2243 12.3361
C -32.5219 -4.0805 11.6865
C -32.9699 -2.9460 12.4075
C -33.0413 -3.1225 13.7889
C -32.6954 -4.2502 14.4733
C -32.1397 -5.2819 13.7162
H -32.5332 -4.0460 10.6071
H -33.3823 -2.0685 11.9317
H -33.4285 -2.2656 14.3201
H -32.9548 -4.2670 15.5215
H -31.9454 -6.2245 14.2063
N -32.2366 -0.1256 8.4733
C -31.8138 0.3546 9.7328
C -30.9677 -0.4170 10.5188
C -30.5778 -1.6553 10.1269
C -31.0301 -2.1817 8.9085
C -31.8006 -1.3540 8.0901
H -31.8986 1.4076 9.9572
H -30.4937 -0.1633 11.4555
H -29.8143 -2.1879 10.6745
H -30.7485 -3.1670 8.5677
H -32.1912 -1.7655 7.1711
C -30.1857 -7.3504 10.6204
O -31.3986 -6.8242 10.2048
H -29.8226 -6.6332 11.3566
H -30.1978 -8.3660 11.0161
H -29.4435 -7.3142 9.8230
H -31.7006 -6.2227 10.8894
F -32.3038 4.0290 11.0655
C -33.1703 3.2273 11.7056
C -34.5361 3.3001 11.4506
C -35.3895 2.3445 11.9843
C -34.8436 1.3654 12.7801
C -33.4795 1.3544 13.1654
C -32.6680 2.2645 12.5599
H -34.9346 3.9820 10.7140
H -36.4280 2.4004 11.6930
H -35.5977 0.7113 13.1923
H -33.0328 0.5898 13.7836
H -31.5999 2.2448 12.7180
*
```

Computed properties:
SMILES = Fc1ccccc1.c1ccncc1.c1ccncc1.c1ccncc1.c1ccncc1.c1ccncc1.CO
E_HOMO = -9.0 eV
E_LUMO = 0.5 eV
Energy = -45947.585 eV



4.
The following is a quantum chemistry calculation of the molecule CF2N2, from the OMol25 dataset.

Geometry as ORCA input:
```
! RIJCOSX wB97M-V def2-TZVPD def2/J DEFGRID3
* xyz 0 1
C -0.3712 -0.1312 -0.1365
N 0.0902 1.1766 0.2995
N 1.1550 0.6255 0.4881
F -0.7378 -1.0811 0.6945
F -0.1362 -0.5898 -1.3455
*
```

Computed properties:
SMILES = FC1(F)N=N1
E_HOMO (spin up / spin down) = -9.3 / -9.3 eV
Energy above the lowest of the compared OMol25 structures with the same formula, charge and spin = 2.484 eV
E_LUMO (spin up / spin down) = 0.3 / 0.3 eV
Energy = -9448.166 eV



5.
The following is a quantum chemistry calculation of a cluster of 2 separate species, C9H14O in total, from the OMol25 dataset.

Geometry as ORCA input:
```
! RIJCOSX wB97M-V def2-TZVPD def2/J DEFGRID3
* xyz 1 2
C -0.8669 0.7529 1.5116
C -1.6391 1.3743 2.6804
H -0.0164 0.2877 2.0264
H -1.4856 -0.1010 1.1979
H -0.7194 1.3827 0.6424
H -2.5036 1.9501 2.3533
H -1.1627 1.9011 3.4883
H -2.0820 0.5130 3.2139
C 2.5313 1.0516 -0.7661
C 0.2940 -2.0299 -0.4965
C 1.2991 -1.1015 -0.1908
C -0.6695 -1.5459 -1.4125
C 1.3320 0.1324 -0.8457
C -0.6844 -0.2983 -2.0320
C 0.2716 0.6120 -1.6891
O -1.7211 -2.3432 -1.6393
H 0.3154 -2.9672 0.0362
H 1.8717 -1.5240 0.6284
H -1.5319 -3.2928 -1.5992
H -1.4730 -0.1935 -2.7675
H 3.2999 0.6807 -0.0919
H 2.2629 2.0307 -0.3608
H 0.2279 1.6185 -2.0765
H 2.8497 1.1093 -1.8108
*
```

Computed properties:
E_HOMO (spin up / spin down) = -14.0 / -14.5 eV
Energy above the lowest of the compared OMol25 structures with the same formula, charge and spin = 1.044 eV
E_LUMO (spin up / spin down) = -4.0 / -7.5 eV
Energy = -11598.523 eV
<S²> = 0.766



6.
The following is a quantum chemistry calculation of the molecule C4H8O2, from the OMol25 dataset.

Geometry as ORCA input:
```
! RIJCOSX wB97M-V def2-TZVPD def2/J DEFGRID3
* xyz 0 1
C 1.6303 0.6407 -0.0660
C 0.6381 -0.4547 -0.0220
O -0.1024 -0.7710 1.4010
C -1.3273 -0.6266 0.7076
C -0.7264 -0.3043 -0.6493
O -1.0323 0.9479 -1.1946
H 1.1526 1.5902 0.1976
H 2.4812 0.4679 0.5952
H 2.0090 0.7394 -1.0916
H 0.9599 -1.4949 0.2059
H -1.9094 0.2058 1.1074
H -1.9315 -1.5357 0.7503
H -0.9673 -1.0153 -1.4352
H -0.8745 1.6107 -0.5063
*
```

Computed properties:
SMILES = C[C@H]1OC[C@H]1O
E_HOMO = -9.4 eV
Energy above the lowest of the compared OMol25 structures with the same formula, charge and spin = 2.961 eV
E_LUMO = 0.9 eV
Energy = -8370.320 eV